Entry 1:
{"formula": "C2H8N3O", "method": "wB97M-V/def2-TZVPD", "elements": ["C", "C", "N", "N", "N", "O", "H", "H", "H", "H", "H", "H", "H", "H"], "coordinates": [[1.20643, 1.21683, 1.26766], [0.99444, 0.08911, 0.40529], [0.56732, -1.75639, -0.99242], [0.29704, -0.83970, -0.06526], [-1.84775, 0.34434, -0.44688], [2.22598, 0.57130, 0.47008], [1.06980, 2.19461, 0.90835], [1.53529, 1.20814, 2.28548], [-0.11051, -2.49451, -1.04762], [1.48529, -2.00724, -1.14645], [-0.89939, -0.39164, -0.23478], [-1.67929, 0.96787, -1.23711], [-2.01537, 0.92391, 0.47716], [-2.82927, -0.02662, -0.64348]], "atomic_forces_ev_per_a": [[0.6, 0.5, 0.4], [1.1, -0.2, 0.7], [-1.1, -0.1, -1.0], [-0.9, 0.8, 0.9], [-3.4, 1.2, 1.7], [0.7, -1.4, -1.4], [-0.8, 1.2, -0.5], [-0.8, -0.6, 0.8], [0.0, -0.1, 0.2], [2.3, -0.6, -0.2], [-0.2, 0.0, 0.2], [0.2, 0.2, 0.3], [0.6, -1.1, -2.5], [1.7, 0.1, 0.3]], "lumo_ha": -0.126, "de_lowest_ev": 4.820, "charge": 1, "orbital_gap_ev": 10.10, "e_homo_ev": -13.515}

Entry 2:
{"formula": "C2H8N3O2", "method": "wB97M-V/def2-TZVPD", "elements": ["N", "C", "N", "H", "H", "H", "H", "H", "H", "N", "C", "O", "O", "H", "H"], "coordinates": [[-1.20663, -1.57602, 0.54317], [-0.50499, -0.99120, 1.67834], [0.93813, -0.92341, 1.41495], [-0.86473, -1.09639, -0.28084], [-2.21983, -1.48299, 0.59152], [-0.90039, 0.00041, 1.84522], [-0.65565, -1.67736, 2.50748], [1.13098, -1.80939, 0.91348], [1.18354, -0.12585, 0.78792], [0.33959, 2.21149, -2.05828], [0.57554, 1.12569, -1.18957], [-0.10167, 0.08966, -1.44562], [1.51229, 1.22943, -0.36086], [0.99018, 3.00927, -2.03653], [-0.21636, 2.01665, -2.91036]], "atomic_forces_ev_per_a": [[-0.3, -0.9, -0.2], [0.6, -0.4, -0.8], [-0.4, -0.5, -0.1], [-0.1, 0.3, -0.4], [0.3, 0.1, 0.1], [0.2, 0.5, 0.7], [-0.2, 0.3, 0.6], [0.1, 0.9, 0.3], [-0.3, -0.7, 0.3], [-0.3, 0.9, -0.6], [0.7, -1.2, -1.1], [-0.1, 0.7, 0.1], [-0.4, 0.7, 0.1], [-0.7, -1.0, -0.1], [0.8, 0.3, 1.2]], "lumo_ha": 0.159, "de_lowest_ev": 0.336, "charge": -1, "orbital_gap_ev": 8.76, "e_homo_ev": -4.425}

Entry 3:
{"formula": "C2H8N3O2", "method": "wB97M-V/def2-TZVPD", "elements": ["C", "C", "N", "N", "N", "O", "O", "H", "H", "H", "H", "H", "H", "H", "H"], "coordinates": [[0.54767, 1.28833, 0.12579], [-0.40789, -1.15922, 0.33656], [0.64074, 2.56785, 0.52264], [-0.42837, 0.44067, 0.43434], [0.18376, -1.45323, -0.93860], [1.59108, 0.87711, -0.60246], [-1.59589, -1.72857, 0.64521], [0.26483, -1.41526, 1.10980], [-0.00395, 3.13954, 1.14712], [1.48621, 3.11503, 0.38826], [-1.34439, 0.71379, 0.77923], [-0.66125, -1.34101, -1.54337], [1.50815, -0.07327, -0.82088], [0.33860, -2.49023, -0.95148], [-2.15618, -1.67527, -0.24028]], "atomic_forces_ev_per_a": [[1.2, 0.1, -0.2], [1.8, 1.7, 0.3], [-1.2, 1.1, 1.1], [-1.3, -1.3, -0.2], [-1.8, -1.4, -0.4], [-0.9, 0.8, 1.3], [-1.9, 1.0, -3.2], [0.7, -0.4, 0.9], [0.7, -1.9, -1.2], [0.0, -0.7, -0.6], [0.5, 0.6, 0.3], [1.3, 0.1, -0.5], [-0.4, -0.2, -0.3], [0.2, 1.1, -0.1], [1.1, -0.4, 2.8]], "lumo_ha": -0.119, "smiles": "N/C(O)=[NH+]/[C@H](N)O", "de_lowest_ev": 0.941, "charge": 1, "orbital_gap_ev": 12.15, "e_homo_ev": -15.390}

Entry 4:
{"formula": "C2H8N3O2", "method": "wB97M-V/def2-TZVPD", "elements": ["C", "C", "N", "N", "N", "O", "O", "H", "H", "H", "H", "H", "H", "H", "H"], "coordinates": [[0.36990, -1.75209, -2.15050], [0.64435, 1.36975, 2.28927], [-0.54482, -1.05020, -1.28057], [-1.49062, 0.90802, 1.55121], [-0.40051, -0.73104, -0.07312], [0.52039, -0.93192, 0.67698], [-0.48653, 0.51751, 2.24286], [0.73654, -1.06615, -2.91706], [1.20626, -2.13720, -1.56944], [-0.15643, -2.57142, -2.64053], [0.69904, 1.77999, 3.30500], [0.56995, 2.17721, 1.55894], [1.53086, 0.75163, 2.13161], [-1.42502, -0.74190, -1.69092], [-2.26522, 0.25184, 1.71297]], "atomic_forces_ev_per_a": [[0.8, -0.4, -0.3], [1.4, 1.2, 0.1], [0.1, -0.4, -1.0], [2.5, -0.2, 0.2], [-1.8, 1.8, 2.2], [0.4, -0.7, -1.4], [-3.1, -0.5, -0.5], [0.0, 0.0, 0.1], [-0.1, 0.0, 0.0], [0.0, 0.0, 0.1], [-0.3, -0.1, -0.2], [-0.1, -0.2, 0.0], [-0.3, 0.0, -0.1], [0.2, 0.0, 0.5], [0.3, -0.5, 0.3]], "lumo_ha": -0.238, "de_lowest_ev": 7.858, "charge": 1, "orbital_gap_ev": 7.61, "e_homo_ev": -14.084}

Entry 5:
{"formula": "C2H8N3O3S", "method": "wB97M-V/def2-TZVPD", "elements": ["C", "C", "N", "N", "N", "O", "O", "O", "S", "H", "H", "H", "H", "H", "H", "H", "H"], "coordinates": [[1.58291, -0.27406, 0.08351], [0.06816, -1.53204, -1.33978], [-0.49842, -1.08591, 0.94478], [-1.92800, 0.57347, 0.70239], [0.30971, -0.87330, -0.04654], [-1.54780, 3.04647, 0.86790], [-0.17705, 1.69837, -0.65207], [0.18270, 1.56479, 1.84221], [-0.76533, 1.77311, 0.70584], [1.38697, 0.49354, 0.90995], [2.35493, -1.07666, 0.34462], [1.77263, 0.38585, -0.79119], [-0.96847, -1.90105, -1.26670], [0.02679, -0.70980, -2.19032], [0.92705, -2.34989, -1.46269], [-0.43303, -0.33289, 1.62266], [-2.29374, 0.60001, -0.27456]], "atomic_forces_ev_per_a": [[0.8, 1.8, 1.5], [0.4, 0.3, -0.1], [-1.6, 0.4, -2.1], [0.2, 0.0, 0.6], [0.1, -1.8, -1.1], [1.4, -1.8, 0.0], [0.5, 0.0, 0.8], [-1.1, -0.3, -1.0], [-2.5, 3.2, -0.7], [1.2, -1.2, -0.7], [-0.6, 1.2, -0.5], [0.3, -0.9, 0.4], [0.7, -0.5, -0.2], [0.6, -1.6, 1.7], [-2.0, 1.6, -0.3], [1.1, -0.1, 0.8], [0.6, -0.2, 0.8]], "lumo_ha": [0.128, 0.128], "de_lowest_ev": 5.099, "charge": -1, "orbital_gap_ev": [7.00, 7.73], "e_homo_ev": [-3.507, -4.243]}

Entry 6:
{"formula": "C2H8N3OP", "method": "wB97M-V/def2-TZVPD", "elements": ["C", "C", "N", "N", "N", "O", "P", "H", "H", "H", "H", "H", "H", "H", "H"], "coordinates": [[1.66796, 0.80527, -0.26343], [1.70867, -0.60938, -0.46639], [0.77305, -0.05140, 0.49963], [-1.67924, 1.00236, 1.00899], [-1.61036, -1.48341, 0.11730], [-1.14345, 0.53037, -1.49060], [-0.95868, 0.06267, -0.13973], [2.59715, 1.31401, 0.19247], [1.14885, 1.48989, -0.89373], [1.26949, -1.05290, -1.34863], [2.50225, -1.02716, -0.07280], [-2.35222, 1.69174, 0.54245], [-1.03616, 1.27964, 1.63206], [-0.96151, -2.08350, -0.27352], [-1.92577, -1.86821, 0.95593]], "atomic_forces_ev_per_a": [[1.5, 2.8, 0.6], [-3.8, 0.8, -2.7], [-2.4, 0.2, 0.4], [-3.7, -0.4, -3.8], [0.3, 2.5, -1.4], [0.2, 0.4, -1.9], [1.0, -1.7, 3.2], [-1.7, -1.0, -0.1], [-0.1, 0.1, -1.0], [0.2, 0.0, -0.3], [3.7, -2.6, 1.9], [1.7, -1.1, 1.4], [2.3, 1.9, 3.0], [1.2, -2.0, -1.2], [-0.5, 0.1, 1.8]], "lumo_ha": 0.038, "smiles": "NP(N)(=O)N1CC1", "de_lowest_ev": 0.000, "orbital_gap_ev": 10.66, "e_homo_ev": -9.626}

Entry 7:
{"formula": "C2H8N3OPS", "method": "wB97M-V/def2-TZVPD", "elements": ["C", "C", "N", "N", "N", "O", "P", "S", "H", "H", "H", "H", "H", "H", "H", "H"], "coordinates": [[1.16479, 0.64600, 0.33307], [2.34374, 1.08505, -0.55567], [-1.58783, -0.02226, 1.86432], [-2.05062, -1.55980, -0.33819], [-0.03822, 0.18685, -0.31682], [1.12284, 0.88239, 1.51639], [-1.69289, 0.07560, 0.20674], [-3.00338, 1.30873, -0.38808], [3.00355, 0.28220, -0.94640], [2.86063, 1.66047, 0.12598], [1.89448, 1.80559, -1.32464], [-1.15873, 0.85658, 2.08195], [-1.14539, -0.85427, 2.22277], [-2.10414, -1.35508, -1.35510], [-2.96751, -1.62970, 0.02912], [-0.06890, 0.37531, -1.37638]], "atomic_forces_ev_per_a": [[-2.2, 0.5, -0.6], [-2.2, -0.6, -1.3], [-0.9, -0.3, -1.2], [1.9, 2.3, -0.2], [0.3, 1.0, -2.8], [0.7, -0.4, 0.0], [1.1, -2.4, 0.7], [0.0, 0.9, -0.5], [-0.8, 0.5, 0.0], [1.6, 1.3, 1.2], [0.9, -1.3, 0.7], [0.5, 0.2, 1.2], [0.5, 0.2, 0.1], [-0.4, -0.8, 0.7], [-1.5, -0.6, 0.0], [0.5, -0.5, 2.1]], "lumo_ha": 0.021, "smiles": "CC(=O)NP(N)(N)=S", "de_lowest_ev": 0.000, "orbital_gap_ev": 9.59, "e_homo_ev": -9.026}

Entry 8:
{"formula": "C2H8N3OS", "method": "wB97M-V/def2-TZVPD", "elements": ["C", "C", "N", "N", "N", "O", "S", "H", "H", "H", "H", "H", "H", "H", "H"], "coordinates": [[-1.31626, 1.34732, -0.18417], [2.39348, -2.19954, 0.21336], [-1.86391, 2.36237, 0.47608], [-0.66023, 0.37432, 0.39141], [-0.08735, -0.61393, -0.51273], [-1.58137, 1.30329, -1.49142], [1.64710, -0.64098, -0.74650], [1.55392, -2.92118, 0.35465], [2.69277, -1.75663, 1.23454], [3.33020, -2.49382, -0.36745], [-1.57190, 2.81957, 1.28257], [-2.41047, 2.98176, -0.14557], [-0.51681, 0.37609, 1.42861], [-0.15531, -1.45379, 0.05588], [-1.45385, 0.51516, -1.98927]], "atomic_forces_ev_per_a": [[-0.7, -0.4, -1.3], [-0.3, 2.3, 1.1], [-1.3, 0.3, -3.2], [1.3, -0.3, 0.8], [-0.1, -0.7, 1.7], [-0.5, 2.6, 2.1], [1.5, -0.4, 0.0], [1.1, 0.2, -0.5], [-0.3, -1.0, -1.6], [-1.7, 0.2, 0.6], [1.0, 0.2, 1.7], [0.4, -0.6, 0.6], [0.1, -0.1, -1.4], [-0.9, -0.5, -0.5], [0.7, -1.7, -0.1]], "lumo_ha": -0.118, "smiles": "CSN/[NH+]=C(/N)O", "de_lowest_ev": 1.095, "charge": 1, "orbital_gap_ev": 9.63, "e_homo_ev": -12.830}

Entry 9:
{"formula": "C2H8N3PS", "method": "wB97M-V/def2-TZVPD", "elements": ["C", "C", "N", "N", "N", "P", "S", "H", "H", "H", "H", "H", "H", "H", "H"], "coordinates": [[-0.30786, 1.89680, 0.20708], [-0.05950, 1.08231, 1.43823], [-0.46953, 0.40424, 0.20351], [-0.67322, -1.54359, -1.50197], [0.95199, -1.60996, 0.52691], [0.48044, -0.63264, -0.71622], [1.76318, 0.34709, -1.98415], [-1.18703, 2.50035, 0.37604], [0.58872, 2.36671, -0.24841], [0.93238, 0.78385, 1.88283], [-0.95192, 1.00103, 2.16948], [-0.73330, -1.40276, -2.52264], [-1.65440, -1.27670, -1.35458], [0.31728, -1.35968, 1.20826], [1.00276, -2.55706, 0.31562]], "atomic_forces_ev_per_a": [[1.3, -0.6, 1.4], [-0.8, -1.5, 1.5], [-0.4, 1.9, -0.2], [-1.7, 0.1, -2.3], [1.9, 1.5, -1.3], [1.0, 2.2, -2.0], [-1.3, -1.7, 1.6], [-0.3, -0.1, -0.9], [-0.8, -0.6, 0.0], [-1.0, 0.8, -0.7], [1.8, 0.4, -0.9], [1.3, -0.3, 0.4], [0.5, -0.1, 1.3], [-1.4, -0.2, 2.3], [0.1, -1.9, -0.2]], "lumo_ha": 0.032, "smiles": "NP(N)(=S)N1CC1", "de_lowest_ev": 0.000, "orbital_gap_ev": 9.37, "e_homo_ev": -8.497}

Entry 10:
{"formula": "C2H8N3S", "method": "wB97M-V/def2-TZVPD", "elements": ["C", "C", "N", "N", "N", "S", "H", "H", "H", "H", "H", "H", "H", "H"], "coordinates": [[0.58994, 0.16205, 1.44668], [-1.11407, -0.06419, -1.75866], [1.45722, 0.04326, 0.45980], [-1.12353, -0.96316, -0.56355], [0.87864, 0.65139, 2.68145], [-1.38288, -0.60904, 0.96008], [-0.06474, -0.19229, -2.15268], [-1.82690, -0.41946, -2.38161], [-1.43588, 0.91254, -1.46307], [2.42293, 0.18525, 0.71253], [1.07509, -0.37956, -0.36892], [-0.67521, -1.85029, -0.81262], [1.76003, 1.21748, 2.76898], [0.32606, 0.68737, 3.47883]], "atomic_forces_ev_per_a": [[-2.5, -0.6, 1.7], [2.6, -0.3, 2.5], [-1.1, 0.6, 2.2], [0.6, -0.7, -1.4], [3.1, 0.5, -3.9], [2.5, 1.3, 1.0], [-1.3, 0.9, -0.2], [-1.9, -1.2, -2.4], [0.4, 0.8, 0.1], [0.4, -0.2, -0.9], [0.6, -0.1, -0.4], [-0.6, 0.1, 0.6], [-1.1, -0.9, 0.0], [-1.7, -0.2, 1.1]], "lumo_ha": -0.135, "de_lowest_ev": 0.869, "charge": 1, "orbital_gap_ev": 10.29, "e_homo_ev": -13.969}

Entry 11:
{"formula": "C2H8N4", "method": "wB97M-V/def2-TZVPD", "elements": ["C", "C", "H", "H", "H", "H", "H", "H", "H", "H", "N", "N", "N", "N"], "coordinates": [[-0.44152, -1.55333, -0.06810], [-0.14203, -0.08508, -0.10929], [-1.30473, -1.77465, -0.75173], [0.46251, -2.10505, -0.38762], [-0.76504, -1.89735, 0.93365], [-1.47853, 0.28499, -1.59290], [0.23232, 2.10657, -0.96932], [-1.07563, 2.55380, -0.16851], [1.32241, -0.85133, 1.79950], [2.41525, 0.36608, 1.58121], [-1.12261, 0.70498, -0.74874], [-0.79343, 2.05564, -1.00048], [0.88456, 0.50230, 0.39436], [1.80648, -0.30755, 1.08796]], "atomic_forces_ev_per_a": [[-0.6, -0.4, -0.4], [0.3, 0.6, 0.2], [0.9, 0.1, 0.5], [-0.5, 0.1, 0.2], [0.3, 0.2, -0.4], [-0.1, -0.2, 0.0], [-0.3, 0.1, -0.2], [-0.1, 0.3, 0.1], [0.1, 0.0, 0.0], [-0.5, -0.7, -0.4], [0.5, -0.4, 0.2], [0.5, 0.0, 0.2], [-1.0, -0.2, -0.4], [0.3, 0.6, 0.4]], "lumo_ha": 0.037, "smiles": "C/C(=N\\N)NN", "de_lowest_ev": 1.762, "orbital_gap_ev": 9.26, "e_homo_ev": -8.239}

Entry 12:
{"formula": "C2H8N4", "method": "wB97M-V/def2-TZVPD", "elements": ["C", "C", "H", "H", "H", "H", "H", "H", "H", "H", "N", "N", "N", "N"], "coordinates": [[-2.16120, 0.67416, -0.71800], [0.48387, -0.59835, 0.61401], [-2.09125, -0.36531, -1.04561], [-3.38259, 0.78777, -0.80074], [-1.82633, 1.35837, -1.47318], [-1.36974, 1.62707, 1.01173], [-0.30929, -1.08462, 1.38472], [2.13512, -1.76215, 1.32769], [2.49006, 0.50934, -0.31692], [2.83627, -0.84996, -1.02516], [-1.33236, 0.71226, 0.40465], [0.06485, 0.53876, 0.08387], [1.72479, -1.08087, 0.59594], [2.73780, -0.46647, -0.04302]], "atomic_forces_ev_per_a": [[-3.1, -0.7, -2.5], [-3.7, 1.3, 2.5], [0.2, 0.1, -0.7], [2.9, 0.2, 1.7], [0.3, 0.2, -0.9], [-0.1, -2.2, -1.9], [2.0, 0.6, -2.0], [-1.9, 1.7, -1.6], [-0.1, -0.7, 1.1], [-0.1, 0.0, 1.4], [0.2, 2.4, 4.7], [0.9, -2.2, -0.1], [0.4, -2.7, 2.2], [1.9, 1.9, -3.8]], "lumo_ha": 0.039, "smiles": "CN/N=C/NN", "de_lowest_ev": 3.837, "orbital_gap_ev": 9.21, "e_homo_ev": -8.149}